Record 1
Entry from the Open Molecules 2025 dataset: a molecular structure, C11H17CuIN2S2 (ωB97M-V/def2-TZVPD).

CARTESIAN COORDINATES (ANGSTROEM)
C  -0.5316  -2.3971  -2.2216
C  0.8760  1.3349  -2.6300
H  -0.2541  -3.4375  -1.9835
H  -0.3376  -2.3873  -3.3101
H  -1.5714  -2.1842  -1.9676
H  0.6697  2.0823  -1.8511
H  1.9651  1.3409  -2.7432
H  0.3231  1.6903  -3.5083
Cu  0.2146  -0.4417  -2.3338
C  -1.3335  0.7101  -1.6241
H  -1.0768  1.7197  -1.2679
H  -1.7546  0.1334  -0.7743
H  -1.9887  0.7448  -2.5221
I  0.9618  -1.9546  -0.4683
C  3.2840  1.7148  -0.4856
C  2.2846  1.7317  0.6102
N  1.1444  1.1081  0.6213
C  0.5557  1.0654  1.8702
C  1.2364  1.8280  2.8182
S  2.6311  2.5557  2.1372
C  -0.4595  0.0940  2.2094
C  -0.3712  -0.6817  3.3554
S  -1.5040  -1.9559  3.3588
C  -2.1068  -1.3714  1.8014
N  -1.4972  -0.3087  1.3758
C  -3.1378  -2.1616  1.0765
H  3.0752  2.5021  -1.2255
H  4.2740  1.9237  -0.0609
H  3.2816  0.7223  -0.9611
H  0.9409  1.9005  3.8475
H  0.3769  -0.5221  4.1252
H  -3.8020  -2.6214  1.8236
H  -3.7171  -1.5094  0.4088
H  -2.6513  -2.9678  0.4996

Summary:
**DFT total energy**: -89069.1339 eV
**Frontier orbital gap (spin up / spin down)**: 0.205 / 0.278 Ha
**Spin multiplicity**: 2
**⟨S²⟩**: 0.775
**Net charge**: 0
**HOMO (spin up / spin down)**: -0.2239 / -0.2995 hartree
**E_LUMO (spin up / spin down)**: -0.0191 / -0.0212 Ha
**Relative energy (zero: lowest compared OMol25 entry of this formula, charge and spin)**: 2.129 eV

---

Record 2
Entry from the Open Molecules 2025 dataset: 3 unconnected molecules or ions with the total composition C11H17IN2O8S (ωB97M-V/def2-TZVPD).

CARTESIAN COORDINATES (ANGSTROEM)
C  3.5946  -1.0354  -1.2331
S  2.3805  0.3196  -0.6773
O  3.1582  1.2030  0.3713
O  2.0645  1.1375  -1.9843
C  0.8606  -0.3548  0.1823
C  0.2882  0.7923  1.2046
N  -0.2276  1.6615  2.0377
C  -0.3617  -0.8079  -0.8109
I  -1.4207  0.9025  -1.7380
C  -1.4867  -1.5685  0.1407
N  -2.3993  -2.1345  0.8940
H  3.1942  -1.5236  -2.2268
H  3.7254  -1.8481  -0.3687
H  4.6388  -0.5025  -1.4321
H  1.1855  -1.2882  0.8105
H  -0.0121  -1.4849  -1.7018
C  1.4655  4.2527  2.5329
O  0.6481  5.4130  2.6736
C  0.7053  5.9909  3.9001
O  1.3758  5.6042  4.8446
O  -0.1126  7.0737  3.8937
C  -0.1531  7.7858  5.1287
H  1.3420  3.8739  1.5147
H  2.5208  4.5036  2.6814
H  1.1499  3.4713  3.2317
H  0.8375  8.1779  5.3810
H  -0.5334  7.1456  5.9312
H  -0.8371  8.6306  5.0095
C  -2.1389  -5.3678  -1.0181
O  -2.5135  -6.0997  -2.1834
C  -2.2960  -5.4415  -3.3501
O  -1.8247  -4.3209  -3.4641
O  -2.6937  -6.2463  -4.3677
C  -2.5223  -5.6797  -5.6652
H  -2.3563  -5.9886  -0.1447
H  -1.0660  -5.1501  -1.0273
H  -2.7219  -4.4446  -0.9380
H  -1.4647  -5.4744  -5.8602
H  -3.1207  -4.7690  -5.7710
H  -2.8725  -6.4086  -6.4013

Summary:
**DFT total energy**: -49971.0406 eV
**Frontier orbital gap**: 0.338 Ha
**SMILES**: CS(=O)(=O)[C@@H](C#N)[C@H](I)C#N.COC(=O)OC.COC(=O)OC
**Net charge**: 0
**HOMO**: -0.3776 hartree
**E_LUMO**: -0.0394 Ha
**Relative energy (zero: lowest compared OMol25 entry of this formula, charge and spin)**: 5.225 eV

---

Record 3
Entry from the Open Molecules 2025 dataset: a molecular structure, C11H17KO6S (ωB97M-V/def2-TZVPD).

CARTESIAN COORDINATES (ANGSTROEM)
K  8.4861  -33.4724  -7.8527
C  10.9694  -32.1736  -9.3786
C  10.9627  -33.5938  -10.0679
O  10.7442  -34.6565  -9.2336
H  11.5340  -32.2208  -8.4424
H  9.9328  -31.8897  -9.1949
H  11.5244  -31.4583  -9.9908
H  11.8872  -33.6846  -10.6673
H  10.1329  -33.5576  -10.8112
O  9.1212  -33.3991  -5.2655
S  8.7764  -33.0641  -3.9067
O  7.5783  -33.5049  -3.2708
O  10.0450  -33.5089  -3.0140
C  9.8274  -34.0978  -1.7051
C  9.6898  -33.0217  -0.6494
C  8.8765  -31.2776  -3.7896
H  10.6649  -34.7823  -1.5952
H  8.9235  -34.7095  -1.7494
H  8.7487  -32.4816  -0.7345
H  10.4911  -32.2866  -0.7593
H  9.7936  -33.4485  0.3482
H  9.8232  -31.0045  -4.2507
H  8.8193  -30.9837  -2.7498
H  8.0688  -30.9383  -4.4371
C  3.5772  -32.0443  -8.6852
C  4.7939  -32.2842  -8.1855
C  5.4289  -31.5591  -7.0820
O  6.5855  -31.7200  -6.7277
C  4.5284  -30.6032  -6.4379
C  3.2903  -30.3609  -6.9060
C  2.6791  -31.0192  -8.0988
O  1.6118  -30.6995  -8.5548
H  3.2300  -32.5842  -9.5585
H  5.3858  -33.0130  -8.7335
H  4.6640  -30.0839  -5.4968
H  2.6451  -29.7944  -6.2421

Summary:
**DFT total energy**: -51124.8811 eV
**Frontier orbital gap**: 0.112 Ha
**Net charge**: 0
**HOMO**: -0.2094 hartree
**E_LUMO**: -0.0975 Ha